## i
{"formula": "C4H6NO", "method": "the ωB97M-V functional and the def2-TZVPD basis", "species": ["H", "C", "C", "O", "H", "H", "C", "H", "H", "N", "C", "H"], "xyz": [[-0.9386, -0.5293, -2.0788], [0.4477, -0.1981, 0.2525], [-0.6848, 0.4707, 0.8547], [1.2200, -0.0836, 1.3021], [0.3856, -1.4701, -2.6976], [0.4191, 0.3821, -2.7502], [0.1532, 0.4760, 2.0898], [0.2347, 1.4302, 2.7105], [-0.4366, -0.2377, 2.5979], [0.7510, -0.5329, -0.8948], [0.0696, -0.6263, -2.1283], [-1.6211, 0.9190, 0.7421]], "gap_ha": [0.2746, 0.2750], "lumo_ev": [-8.1, -8.1], "total_charge": 1, "mol_weight_da": 84.10, "e_homo_ev": [-15.5910, -15.5938]}

---

## ii
{"formula": "C4H6NO", "method": "the ωB97M-V functional and the def2-TZVPD basis", "species": ["O", "H", "N", "C", "H", "H", "H", "C", "C", "C", "H", "H"], "xyz": [[2.7516, -0.9666, 0.0606], [-0.8132, 1.1546, -0.5524], [2.1371, -0.0619, -0.4232], [-0.5280, -0.8449, 0.1975], [2.4523, 0.0502, -1.3659], [-0.7478, 0.9857, 1.2026], [1.4713, 0.7389, 1.2711], [-0.3702, -2.0742, 0.3558], [1.1779, 0.8851, 0.2244], [-0.3812, 0.5600, 0.3076], [0.2792, -2.8365, 0.5289], [1.3037, 1.7933, -0.2926]], "smiles": "C#CCC[NH+]=O", "gap_ha": [0.2431, 0.2431], "lumo_ev": [-7.9, -7.9], "total_charge": 1, "mol_weight_da": 84.10, "e_homo_ev": [-14.5390, -14.5388]}

---

How do the structures above rank in stability at the extremes? i comes first and ii comes last.